1.
The following is a quantum chemistry calculation of a structure of composition C40H64CdN6O3S2SbSi3 at a distorted geometry, from OMol25.

XYZ file:
```
120
Properties=species:S:1:pos:R:3:forces:R:3
Cd -0.40234 0.05720 0.12219 0.70 -0.55 -0.48
N 0.45998 -2.33211 1.32433 0.04 -0.08 0.00
C 1.79797 -2.58159 1.88479 -0.11 0.11 0.27
C 2.17540 -1.60716 3.00348 0.00 0.02 -0.37
C 2.49036 -0.19646 2.51778 -0.03 -0.19 0.18
N 1.27181 0.53283 2.16133 -0.09 0.18 -0.27
H -0.23675 -2.75182 1.92806 0.07 0.02 0.02
H 0.38383 -2.77908 0.41637 0.02 0.00 0.02
H 2.52883 -2.47674 1.08003 0.00 -0.05 0.00
H 1.88001 -3.60267 2.27637 0.06 -0.01 -0.11
H 3.06146 -2.00299 3.50443 -0.04 -0.01 0.07
H 1.37202 -1.56119 3.74494 0.08 0.00 0.06
H 3.12542 -0.25031 1.62875 0.00 0.05 0.00
H 3.05822 0.32309 3.29891 0.02 0.02 -0.08
H 1.52452 1.44333 1.79316 -0.06 0.05 0.07
H 0.72025 0.69818 2.99734 -0.04 -0.01 -0.02
C -0.43356 2.39702 -4.67747 -0.03 0.03 -0.09
C -0.04468 1.92107 -3.41875 -0.07 0.03 0.06
N -0.58498 0.87465 -2.83207 0.04 -0.04 0.12
C -1.53135 0.19164 -3.50335 0.03 0.21 -0.23
C -1.94644 0.55009 -4.80280 0.07 0.01 0.26
C -1.39011 1.70717 -5.37191 0.00 0.02 0.06
C -2.88954 -0.26216 -5.50694 -0.13 -0.16 -0.06
C -3.35844 -1.40445 -4.96350 0.00 0.07 -0.16
C -2.96602 -1.80347 -3.64745 0.12 0.05 0.25
C -3.40032 -3.01350 -3.07843 0.09 0.09 0.05
C -2.98745 -3.34268 -1.81488 0.01 -0.11 0.00
C -2.19923 -2.42719 -1.11245 0.03 0.13 -0.05
N -1.78117 -1.28528 -1.61467 0.06 0.08 0.35
C -2.10791 -0.98207 -2.88502 -0.10 -0.21 -0.14
H 0.01889 3.29359 -5.07843 0.03 -0.01 0.00
H 0.74136 2.43156 -2.87556 0.00 0.05 0.05
H -1.72788 2.03787 -6.34681 0.04 -0.02 -0.02
H -3.19278 0.04269 -6.50118 0.00 -0.01 0.00
H -4.03110 -2.05104 -5.51297 -0.03 0.04 -0.01
H -4.04352 -3.67059 -3.65019 -0.01 -0.01 0.00
H -3.26774 -4.27696 -1.34796 -0.04 0.01 0.00
H -1.91346 -2.62534 -0.08550 -0.04 0.00 -0.08
C -3.92533 4.82949 -4.99855 -0.01 0.02 0.06
C -3.30991 4.43870 -3.68449 0.08 0.07 -0.04
C -3.63212 3.23363 -3.06513 -0.01 -0.01 0.01
C -3.05430 2.88154 -1.85776 0.00 -0.08 0.01
C -2.16328 3.75247 -1.25313 0.29 0.07 0.13
C -1.84915 4.97039 -1.83650 0.06 -0.02 0.00
C -2.41346 5.30145 -3.05673 -0.09 -0.06 0.00
S -1.45164 3.33054 0.31491 -0.77 -0.03 0.38
O -0.99029 4.55004 0.91886 0.22 0.13 -0.03
O -2.49278 2.61606 1.02239 0.16 -0.36 -0.10
N -0.27078 2.27690 0.06047 -0.15 0.19 -0.04
C 0.97049 2.65878 -0.38358 0.26 0.25 -0.20
C 1.40228 3.98511 -0.59395 0.01 -0.02 0.05
C 2.67933 4.20806 -1.05653 -0.06 -0.08 -0.01
C 3.52792 3.12910 -1.29423 -0.01 0.04 0.01
C 3.03292 1.86817 -1.04010 0.17 0.18 -0.01
N 1.79292 1.62208 -0.61596 -0.05 0.02 0.01
H -4.41925 3.98402 -5.47576 -0.02 0.02 -0.01
H -3.16847 5.22397 -5.67752 -0.01 -0.02 -0.03
H -4.66410 5.61839 -4.84631 -0.04 -0.02 -0.05
H -4.35761 2.57352 -3.52635 0.05 -0.04 -0.04
H -3.29824 1.94480 -1.37043 -0.04 -0.01 -0.03
H -1.18982 5.65126 -1.31492 -0.02 0.03 -0.06
H -2.18026 6.25306 -3.51896 0.03 0.00 0.00
H 0.74411 4.80184 -0.34724 0.08 0.02 -0.06
H 3.02043 5.22211 -1.22073 0.00 0.01 0.00
H 4.53994 3.27256 -1.64338 0.02 -0.04 0.00
H 3.66450 0.99498 -1.17247 0.02 0.14 0.01
O 0.96824 -1.56301 -1.26068 -0.47 0.19 0.18
S 2.40282 -1.15320 -1.42831 0.56 -0.81 -0.63
C 2.62151 -0.80779 -3.21604 0.09 0.22 0.20
C 3.87575 -1.54732 -3.64540 -0.02 -0.12 0.04
C 3.74192 -2.93952 -3.03269 0.02 0.06 -0.04
C 3.37798 -2.72618 -1.56771 -0.03 0.25 -0.08
H 2.66320 0.27146 -3.35838 -0.05 -0.01 0.00
H 1.72538 -1.20594 -3.69472 -0.06 0.00 0.09
H 4.76479 -1.04474 -3.25506 0.03 0.00 -0.04
H 3.96443 -1.58907 -4.73081 0.00 0.07 0.00
H 4.65862 -3.51958 -3.13429 -0.03 -0.04 0.01
H 2.94060 -3.48107 -3.53872 0.02 -0.02 -0.01
H 4.26771 -2.59114 -0.95102 -0.02 0.00 0.03
H 2.76709 -3.52495 -1.15088 -0.05 0.08 0.10
C -5.56765 1.75598 1.17481 0.63 -0.11 0.13
Si -4.90518 0.00513 1.44566 -0.76 -0.23 -0.31
C -6.10926 -0.74609 2.70686 0.45 -0.02 -0.07
C -5.09469 -0.99730 -0.16293 0.17 0.23 0.30
Sb -2.35269 -0.35315 2.06258 -1.22 0.15 0.96
Si -2.16150 1.02208 4.29473 -0.01 0.18 0.77
C -3.75323 0.70617 5.27547 0.26 -0.10 -0.28
C -1.95474 2.88822 4.19970 -0.11 -0.23 -0.54
C -0.69012 0.38411 5.32670 -0.24 -0.09 -0.36
Si -2.59983 -2.72353 3.19137 -0.12 -0.77 0.23
C -1.18324 -3.16955 4.38208 -0.02 0.39 -0.24
C -4.16558 -3.07761 4.19766 0.08 0.38 -0.19
C -2.62475 -4.08013 1.85366 0.07 0.34 0.00
H -6.55168 1.71306 0.70334 -0.02 -0.21 0.04
H -4.91437 2.36099 0.55351 0.08 0.08 -0.06
H -5.67157 2.27421 2.13020 -0.01 0.00 0.01
H -7.12626 -0.48276 2.40803 0.02 0.06 -0.10
H -5.94985 -0.35428 3.71185 -0.03 -0.02 0.00
H -6.04771 -1.83234 2.75728 -0.02 0.06 -0.03
H -6.13265 -1.00637 -0.50285 -0.05 0.06 0.10
H -4.78721 -2.03361 -0.00691 -0.01 0.01 -0.01
H -4.48448 -0.58513 -0.97035 0.03 -0.01 0.00
H -4.61949 1.11187 4.75035 0.01 0.01 -0.01
H -3.69098 1.20584 6.24464 0.08 0.05 -0.01
H -3.92973 -0.35399 5.45978 -0.01 0.03 0.01
H -2.85188 3.35934 3.79695 -0.01 0.01 -0.03
H -1.13265 3.18766 3.55091 0.07 0.03 -0.03
H -1.77145 3.29516 5.19634 0.00 -0.17 0.08
H -0.55394 -0.69559 5.26096 0.04 0.04 0.02
H -0.86841 0.63217 6.37544 -0.06 0.04 0.00
H 0.24792 0.86866 5.04679 0.00 0.01 -0.02
H -1.35099 -2.70610 5.35584 -0.02 -0.02 0.00
H -0.19229 -2.86422 4.04424 -0.02 -0.05 0.05
H -1.16305 -4.25112 4.53164 -0.11 -0.03 -0.06
H -4.52053 -2.21558 4.76139 -0.04 -0.08 0.01
H -3.95233 -3.87865 4.90813 0.11 -0.03 -0.03
H -4.97814 -3.41307 3.55283 0.03 -0.01 0.02
H -1.68726 -4.18064 1.30202 -0.04 -0.06 0.01
H -3.42462 -3.89063 1.13301 0.00 -0.04 0.02
H -2.82635 -5.04402 2.32580 -0.02 0.04 0.11
```
Forces are in eV/Å.

The frontier orbital gap is 8.08 eV. The highest occupied orbital energy is -0.3814 Ha. The lowest unoccupied orbital energy is -2.300 eV. As for the net charge: +1. The relative energy (zero: lowest compared OMol25 entry of this formula, charge and spin) is 29.5 kcal/mol.



2.
The following is a quantum chemistry calculation of the molecule C18H24N2O, from OMol25.

XYZ file:
```
45
Properties=species:S:1:pos:R:3:forces:R:3
C -1.56669 -0.93664 4.10436 -0.14 -0.29 -0.26
C -1.99546 -1.70847 2.85538 -0.11 0.36 -0.13
O -1.28766 -2.92535 2.76574 0.08 -0.32 0.06
C -1.84971 -0.94584 1.50553 -0.26 -0.15 0.34
C -2.55924 0.42501 1.48846 0.03 -0.32 -0.06
N -1.77615 1.53999 1.97739 -0.01 0.15 0.34
C -0.51511 1.61204 1.26596 0.27 -0.15 0.00
C 0.30078 0.31898 1.39205 0.01 0.35 0.18
N -0.44807 -0.89228 1.11095 -0.16 0.14 -0.01
C -0.07077 -1.66259 -0.04475 -0.07 -0.19 -0.30
C -0.58256 -1.19815 -1.43598 0.19 -0.12 0.32
C 0.03059 0.07486 -1.93651 -0.42 0.20 -0.07
C -0.75059 1.19788 -2.06499 0.10 -0.39 -0.10
C -0.21656 2.42890 -2.47024 0.23 0.24 -0.10
C 1.11653 2.53946 -2.73932 -0.25 0.13 0.03
C 1.95507 1.40791 -2.66335 -0.08 -0.26 0.10
C 3.32752 1.50050 -2.97559 0.20 -0.07 -0.03
C 4.13354 0.39848 -2.94243 0.03 0.27 -0.06
C 3.59030 -0.85120 -2.61411 -0.16 -0.22 0.08
C 2.26587 -0.97157 -2.29520 0.17 -0.15 -0.01
C 1.40880 0.15100 -2.28360 0.10 0.35 -0.09
H -1.61792 -1.60889 4.95885 -0.01 -0.01 0.06
H -0.54276 -0.58335 4.01211 0.11 0.08 0.01
H -2.23142 -0.09775 4.29158 -0.04 0.17 0.08
H -3.04761 -1.99587 2.96925 0.07 0.07 -0.04
H -0.38119 -2.69609 2.51970 -0.01 0.10 -0.09
H -2.36507 -1.58259 0.77686 0.04 0.03 0.04
H -2.82410 0.66797 0.45397 -0.09 -0.07 0.03
H -3.48342 0.36035 2.06707 -0.06 -0.02 -0.07
H -1.59790 1.43807 2.97129 -0.04 0.04 -0.07
H -0.74056 1.81142 0.21573 0.09 0.04 0.15
H 0.06539 2.44957 1.65932 0.03 0.00 -0.07
H 0.69143 0.25902 2.42028 0.06 0.16 -0.11
H 1.15768 0.36642 0.71796 0.05 -0.04 0.03
H 1.02093 -1.70390 -0.05798 -0.04 -0.11 -0.03
H -0.44474 -2.68115 0.10763 0.11 0.01 -0.05
H -1.66658 -1.07678 -1.38399 -0.01 -0.05 -0.06
H -0.37660 -2.00968 -2.13812 -0.08 -0.06 -0.04
H -1.80982 1.13689 -1.85370 -0.06 -0.06 0.07
H -0.86838 3.28641 -2.55170 -0.02 0.09 -0.01
H 1.54681 3.48711 -3.02937 0.03 0.10 -0.04
H 3.72752 2.46612 -3.25135 0.05 0.08 -0.02
H 5.18359 0.47779 -3.18301 0.07 0.04 -0.02
H 4.22620 -1.72473 -2.62031 0.01 -0.08 0.00
H 1.86811 -1.94932 -2.07182 -0.03 -0.08 0.06
```
Forces are in eV/Å.

The frontier orbital gap is 8.29 eV. The highest occupied orbital energy is -0.2876 Ha. The lowest unoccupied orbital energy is 0.464 eV. As for the structure (SMILES): C[C@H](O)[C@H]1CNCCN1CCc1cccc2ccccc12. The relative energy (zero: lowest compared OMol25 entry of this formula, charge and spin) is 29.1 kcal/mol.



3.
The following is a quantum chemistry calculation of the molecule C4H2N2S2 at a distorted geometry, from OMol25.

XYZ file:
```
10
Properties=species:S:1:pos:R:3:forces:R:3
C 2.41582 -0.02269 0.38987 0.70 0.97 -0.72
C -1.48595 0.35855 -0.22491 2.41 -0.81 -0.54
C 1.43378 -0.91372 0.50733 -2.77 -2.20 0.90
C -0.40311 1.03464 -0.55981 0.68 2.74 -0.30
N 3.23596 0.76957 0.15339 -0.11 -0.19 0.26
N -1.35956 -0.92783 0.23402 1.70 -0.84 0.74
S 0.14600 -1.77065 0.71874 0.52 2.16 -0.89
S 0.56479 2.22787 -0.91193 -0.49 -1.02 0.23
H -2.33838 0.57563 -0.79714 -1.38 0.46 -0.34
H -2.20935 -1.33137 0.49043 -1.26 -1.26 0.67
```
Forces are in eV/Å.

The frontier orbital gap (spin up / spin down) is 6.48 / 6.48 eV. The highest occupied orbital energy (spin up / spin down) is -0.2885 / -0.2885 Ha. The lowest unoccupied orbital energy (spin up / spin down) is -1.374 / -1.373 eV. The relative energy (zero: lowest compared OMol25 entry of this formula, charge and spin) is 86.8 kcal/mol.



4.
The following is a quantum chemistry calculation of a cluster of 6 separate species, H12O6 in total at a distorted geometry, from OMol25.

XYZ file:
```
18
Properties=species:S:1:pos:R:3:forces:R:3
O 1.11289 2.67161 -1.06767 -0.15 0.66 0.52
H 0.59589 1.92861 -1.40767 -0.26 -0.15 0.13
H 0.49489 3.27661 -0.61167 0.38 -0.61 -0.54
O -2.48111 -0.27739 0.55233 -0.86 -0.14 -0.16
H -3.41311 -0.23239 0.76333 -0.70 -0.74 -0.15
H -2.28711 0.62261 0.75233 1.15 1.23 0.33
O 1.33189 -1.98539 -0.98767 0.56 -0.15 -0.43
H 1.98289 -1.68839 -1.63467 -0.27 -0.08 -0.47
H 1.87089 -1.92939 -0.20167 -0.12 -0.04 0.94
O -0.80811 -2.24339 1.32633 0.50 -0.51 0.61
H -0.54311 -2.59239 0.47533 -0.16 0.02 -0.23
H -1.58711 -1.69739 1.20633 0.05 0.14 -0.30
O -0.26511 0.14261 -1.29367 0.01 1.47 -0.67
H 0.11089 -0.71139 -1.16967 1.26 -1.26 0.13
H -1.10911 0.00661 -0.90267 -1.41 0.16 0.41
O 1.63989 1.22161 1.64833 0.14 0.56 0.17
H 1.98289 2.10861 1.80833 0.25 -0.11 0.58
H 1.37089 1.37861 0.74433 -0.36 -0.44 -0.85
```
Forces are in eV/Å.

The frontier orbital gap is 10.95 eV. The highest occupied orbital energy is -0.3962 Ha. The lowest unoccupied orbital energy is 0.169 eV. As for the structure (SMILES): O.O.O.O.O.O. The relative energy (zero: lowest compared OMol25 entry of this formula, charge and spin) is 28.4 kcal/mol.



| no. | DFT total energy (Ha) |
| --- | --- |
| 1 | -4189.68754 |
| 2 | -885.04110 |
| 3 | -1059.32559 |
| 4 | -458.62725 |